# 1
DFT (ωB97M-V with the def2-TZVPD basis set) results for a single C5H7NO molecule.

Computed properties:
* orbital gap: 10.2 eV
* E_HOMO: -9.322 eV
* relative energy (zero: lowest compared OMol25 entry of this formula, charge and spin): 337.2 kJ/mol
* LUMO: 0.85 eV
* SMILES string: OCC#C[C@H]1CN1

Geometry as ORCA input:
```
! RIJCOSX wB97M-V def2-TZVPD def2/J DEFGRID3
* xyz 0 1
O 2.3002 -1.3246 0.8336
C 2.4107 -0.4028 -0.2390
C 1.1690 0.3785 -0.3537
C 0.0599 0.8349 -0.2090
C -1.3419 1.0171 0.1142
C -2.3203 0.1251 -0.5675
N -1.9448 -0.1319 0.8126
H 2.0101 -0.8166 1.6038
H 3.2838 0.2569 -0.1272
H 2.5581 -1.0025 -1.1413
H -1.6622 1.9893 0.4812
H -1.9332 -0.5157 -1.3575
H -3.3447 0.4632 -0.6966
H -1.2447 -0.8709 0.8463
*
```

***

# 2
DFT (ωB97M-V with the def2-TZVPD basis set) results for 3 unconnected molecules or ions with the total composition C2H11NO2 in a non-equilibrium geometry.

Computed properties:
* orbital gap: 9.3 eV
* E_HOMO: -8.603 eV
* relative energy (zero: lowest compared OMol25 entry of this formula, charge and spin): 90.3 kJ/mol
* LUMO: 0.73 eV
* SMILES string: CCN.O.O

Geometry as ORCA input:
```
! RIJCOSX wB97M-V def2-TZVPD def2/J DEFGRID3
* xyz 0 1
C -2.0238 1.8160 0.4663
C -1.2820 0.6189 -0.0710
N 0.0298 0.4869 0.5066
H -2.4405 1.7829 1.4652
H -2.9022 1.9595 -0.1880
H -1.4532 2.7147 0.2275
H -1.1773 0.5795 -1.1604
H -1.9124 -0.2886 0.0444
H 0.6429 -0.2830 0.2607
H 0.1154 0.6852 1.4825
O 2.9652 -0.3079 -0.4868
H 3.1243 -1.1970 -0.2143
H 2.9248 0.2469 0.2897
O 1.1396 -3.0733 -0.5165
H 1.6249 -2.3167 -0.8674
H 0.6243 -3.4241 -1.2386
*
```

***

# 3
DFT (ωB97M-V with the def2-TZVPD basis set) results for 2 unconnected molecules or ions with the total composition C3H10N3O2 in a non-equilibrium geometry.

Computed properties:
* orbital gap: 11.0 eV
* E_HOMO: -14.564 eV
* relative energy (zero: lowest compared OMol25 entry of this formula, charge and spin): 171.1 kJ/mol
* LUMO: -3.61 eV

Geometry as ORCA input:
```
! RIJCOSX wB97M-V def2-TZVPD def2/J DEFGRID3
* xyz 1 1
O 2.6471 -0.3824 -0.1394
C 1.8043 -0.7439 0.6660
C 0.6844 -1.6704 0.1722
N 0.3401 -1.2160 -1.2095
H 1.7277 -0.4974 1.7503
H 1.1109 -2.6557 0.0174
H -0.1800 -1.6845 0.8335
H -0.1497 -1.9444 -1.7339
H -0.2326 -0.3449 -1.2527
H 1.2295 -1.0093 -1.6672
N -1.1565 1.2904 -1.1035
C -1.2246 1.1155 0.3284
N -2.4553 0.7211 0.7636
O -0.1883 1.1642 0.9901
H -2.0243 1.6646 -1.4261
H -0.4512 1.9491 -1.3348
H -2.4112 0.3906 1.7327
H -2.9733 0.1020 0.1214
*
```